Entry 1:
Entry from the OMol25 dataset: the molecule C16H27N3O3S (the ωB97M-V functional and the def2-TZVPD basis).

Values from the calculation:
structure (SMILES) = CCCC[C@H](CC)COCCCNC=C1C(=O)NC(=S)NC1=O
E = -1414.12606 Ha
HOMO = -8.68 eV
HOMO-LUMO gap = 8.702 eV

Each line ends with the natural charge from an NBO analysis.
Geometry (Å):
C1 -3.41 -1.43 1.28  -0.6147
C2 -2.05 -1.99 1.70  -0.4044
C3 -1.45 -2.94 0.66  -0.3908
C4 -1.20 -2.32 -0.72  -0.4038
C5 -0.27 -1.10 -0.75  -0.2291
C6 -0.14 -0.53 -2.17  -0.3890
C7 -1.46 -0.09 -2.78  -0.6140
C8 1.12 -1.47 -0.22  -0.0556
O1 2.00 -0.38 -0.35  -0.5632
C9 3.31 -0.67 0.09  -0.0581
C10 4.22 0.52 -0.20  -0.4251
C11 3.93 1.72 0.72  -0.2108
N1 2.61 2.23 0.51  -0.5227
C12 1.56 1.87 1.22  0.2507
C13 0.25 2.14 0.87  -0.4574
C14 -0.05 2.76 -0.40  0.6804
O2 0.77 3.19 -1.19  -0.6419
N2 -1.40 2.83 -0.71  -0.6204
C15 -2.43 2.37 0.05  0.2774
S1 -3.98 2.43 -0.47  -0.1807
N3 -2.09 1.84 1.26  -0.6267
C16 -0.80 1.67 1.75  0.6839
O3 -0.63 1.15 2.84  -0.6150
H1 -3.32 -0.77 0.42  0.2051
H2 -3.85 -0.87 2.10  0.2069
H3 -4.09 -2.24 1.02  0.2041
H4 -1.36 -1.17 1.91  0.2045
H5 -2.18 -2.55 2.63  0.2031
H6 -2.13 -3.78 0.52  0.2005
H7 -0.52 -3.34 1.05  0.1946
H8 -2.16 -2.02 -1.14  0.2119
H9 -0.79 -3.09 -1.37  0.2012
H10 -0.68 -0.32 -0.10  0.1948
H11 0.54 0.33 -2.11  0.2151
H12 0.33 -1.28 -2.81  0.1923
H13 -2.06 -0.94 -3.09  0.2035
H14 -1.27 0.52 -3.67  0.2120
H15 -2.04 0.51 -2.08  0.2038
H16 1.06 -1.76 0.84  0.1724
H17 1.51 -2.33 -0.78  0.1635
H18 3.30 -0.90 1.16  0.1614
H19 3.69 -1.55 -0.45  0.1771
H20 5.25 0.22 -0.06  0.2189
H21 4.07 0.82 -1.24  0.2174
H22 4.04 1.42 1.76  0.2006
H23 4.65 2.52 0.50  0.2105
H24 2.38 2.66 -0.39  0.4466
H25 1.73 1.35 2.16  0.2262
H26 -1.64 3.24 -1.61  0.4412
H27 -2.85 1.49 1.83  0.4419

=====

Entry 2:
Entry from the OMol25 dataset: the molecule C16H27NO3 (the ωB97M-V functional and the def2-TZVPD basis).

Values from the calculation:
structure (SMILES) = COC(=O)C1CCN(C(=O)CCC2CCCCC2)CC1
E = -906.39062 Ha
HOMO = -9.09 eV
HOMO-LUMO gap = 9.745 eV

Each line ends with the natural charge from an NBO analysis.
Geometry (Å):
C1 5.75 2.35 0.42  -0.2623
O1 4.50 1.67 0.44  -0.5084
C2 4.38 0.63 -0.40  0.8071
O2 5.25 0.26 -1.14  -0.5998
C3 3.02 -0.02 -0.24  -0.3096
C4 3.12 -1.08 0.87  -0.4016
C5 1.73 -1.66 1.14  -0.2055
N1 1.01 -1.89 -0.09  -0.4503
C6 -0.33 -2.02 -0.21  0.6949
O3 -0.86 -2.23 -1.29  -0.6437
C7 -1.16 -1.87 1.05  -0.4981
C8 -1.54 -0.40 1.29  -0.3649
C9 -2.48 0.15 0.21  -0.2376
C10 -2.46 1.68 0.23  -0.3895
C11 -3.38 2.25 -0.85  -0.3941
C12 -4.80 1.75 -0.66  -0.3950
C13 -4.83 0.23 -0.67  -0.3940
C14 -3.92 -0.33 0.41  -0.3955
C15 1.84 -2.00 -1.28  -0.2293
C16 2.57 -0.68 -1.55  -0.4126
H1 6.55 1.67 0.73  0.1919
H2 5.97 2.71 -0.59  0.1955
H3 5.66 3.17 1.12  0.1961
H4 2.31 0.75 0.08  0.2239
H5 3.81 -1.86 0.55  0.2125
H6 3.51 -0.64 1.78  0.2262
H7 1.18 -0.94 1.76  0.2024
H8 1.82 -2.59 1.71  0.1938
H9 -2.07 -2.46 0.90  0.2341
H10 -0.64 -2.28 1.92  0.2133
H11 -0.63 0.20 1.30  0.1930
H12 -2.01 -0.31 2.27  0.2048
H13 -2.13 -0.19 -0.77  0.2205
H14 -1.44 2.04 0.07  0.2011
H15 -2.79 2.04 1.21  0.1903
H16 -3.35 3.34 -0.82  0.2040
H17 -3.01 1.93 -1.83  0.1954
H18 -5.45 2.14 -1.45  0.2059
H19 -5.19 2.12 0.29  0.1900
H20 -5.86 -0.13 -0.51  0.2046
H21 -4.50 -0.14 -1.64  0.1989
H22 -3.95 -1.42 0.38  0.2076
H23 -4.28 -0.01 1.39  0.1890
H24 1.18 -2.26 -2.11  0.2582
H25 2.56 -2.82 -1.13  0.1860
H26 3.44 -0.88 -2.17  0.2367
H27 1.91 0.00 -2.09  0.2139

=====

Entry 3:
Entry from the OMol25 dataset: a cluster of 2 separate species, C16H28BF2N2O8P2 in total in a non-equilibrium geometry (the ωB97M-V functional and the def2-TZVPD basis).

Values from the calculation:
E = -2245.46318 Ha
HOMO = -7.02 eV
HOMO-LUMO gap = 9.318 eV
net charge = -1

Each line ends with the natural charge from an NBO analysis.
Geometry (Å):
C1 2.09 4.73 -1.34  -0.2455
O1 1.26 3.95 -0.49  -0.5494
C2 0.31 4.72 0.23  -0.0558
C3 -1.13 4.60 -0.32  -0.4254
C4 -1.46 3.25 -1.00  -0.4004
C5 -2.65 2.56 -0.26  -0.3962
C6 -2.62 1.03 -0.39  -0.4028
C7 -1.65 0.29 0.59  -0.4044
C8 -0.58 1.17 1.28  -0.4119
C9 0.07 0.37 2.45  -0.3713
C10 1.27 -0.50 2.01  -0.4074
C11 0.86 -1.91 1.51  -0.4256
C12 1.83 -2.55 0.49  -0.7350
P1 1.92 -1.70 -1.14  1.2847
N1 1.08 -0.18 -1.34  -0.8280
C13 1.66 0.68 -2.01  0.8883
O2 2.21 1.63 -2.37  -0.4517
O3 0.37 -2.51 -1.60  -0.7249
C14 0.35 -2.77 -2.85  0.5464
N2 0.34 -2.77 -4.01  -0.4693
P2 3.91 -0.73 -0.76  1.1089
O4 4.71 -0.61 -2.01  -1.1051
H1 2.96 4.12 -1.58  0.1986
H2 2.45 5.62 -0.80  0.1608
H3 1.59 5.01 -2.27  0.1676
H4 0.58 5.78 0.28  0.1639
H5 0.32 4.35 1.26  0.1744
H6 -1.81 4.83 0.51  0.2011
H7 -1.28 5.40 -1.06  0.1906
H8 -1.72 3.46 -2.04  0.2028
H9 -0.63 2.55 -0.96  0.2128
H10 -2.76 2.91 0.77  0.1905
H11 -3.56 2.90 -0.79  0.1976
H12 -3.62 0.64 -0.20  0.2093
H13 -2.37 0.75 -1.42  0.2028
H14 -1.10 -0.44 -0.01  0.2240
H15 -2.17 -0.28 1.36  0.2086
H16 -1.00 2.07 1.74  0.1907
H17 0.24 1.46 0.62  0.1998
H18 0.47 1.11 3.16  0.1905
H19 -0.67 -0.25 2.98  0.2017
H20 1.88 -0.66 2.91  0.1982
H21 1.88 0.04 1.28  0.1777
H22 -0.17 -1.96 1.13  0.2671
H23 0.87 -2.57 2.38  0.2328
H24 2.81 -2.64 0.97  0.2272
H25 1.46 -3.57 0.33  0.3075
H26 2.51 -2.38 -2.23  0.0184
H27 4.61 -1.56 0.15  -0.0781
H28 3.77 0.54 -0.12  -0.0715
B1 -2.93 -6.48 0.36  1.2539
O5 -1.56 -6.52 0.94  -0.6452
C15 -1.08 -5.30 0.98  0.6826
O6 0.01 -4.99 1.41  -0.6216
C16 -2.12 -4.34 0.43  0.6776
O7 -2.00 -3.15 0.33  -0.5992
O8 -3.18 -5.03 0.07  -0.6473
F1 -3.86 -6.95 1.28  -0.5442
F2 -2.99 -7.22 -0.81  -0.5421